Below is the molecule C14H25N3O2S, with properties calculated with wB97M-V/def2-TZVPD.

Results
LUMO = 0.67 eV
electronic energy = -34323.5744 eV
total charge = 0
HOMO = -8.0235 eV
maximum force = 1.0 eV Å⁻¹
energy relative to the best compared isomer or geometry (same formula, charge and spin) = 175.0 kJ/mol
Kohn-Sham gap = 8.69 eV

Last column: Löwdin charge in e.
Element x y z (Å)
C -2.02 2.44 -0.62  0.0324
C -2.00 2.53 -1.93  -0.1410
C -0.86 2.13 -2.82  -0.1739
N 0.20 1.43 -2.15  -0.0189
C 0.20 0.16 -1.61  -0.2842
N 1.37 -0.12 -1.13  0.1147
N 2.14 0.97 -1.34  0.0320
C 1.46 1.96 -1.97  -0.8545
S 1.99 3.43 -2.43  0.6004
H 3.10 1.00 -1.04  0.1522
C -0.98 -0.73 -1.61  -0.0881
H -1.71 -0.35 -2.31  0.1174
H -1.43 -0.72 -0.61  0.1178
C -0.62 -2.18 -1.96  -0.1262
H -1.51 -2.70 -2.30  0.1220
H 0.10 -2.19 -2.78  0.1209
C -0.03 -2.96 -0.78  -0.3695
O 0.35 -4.26 -1.17  -0.0260
H 0.99 -4.20 -1.89  0.0953
C -1.06 -3.14 0.36  -0.1624
O -1.13 -2.06 1.26  -0.1538
C -0.12 -1.99 2.25  -0.2029
C 0.74 -0.74 2.13  -0.1792
C -0.07 0.52 2.42  -0.2139
C 0.70 1.82 2.13  -0.2715
C 1.89 2.02 3.06  -0.1067
H 2.36 2.99 2.86  0.0703
H 1.58 2.00 4.10  0.0742
H 2.64 1.25 2.91  0.0639
H 1.04 1.81 1.10  0.0843
H 0.01 2.66 2.25  0.1055
H -0.38 0.52 3.47  0.1155
H -0.98 0.49 1.81  0.0980
H 1.57 -0.83 2.83  0.1128
H 1.15 -0.68 1.12  0.0819
H 0.51 -2.89 2.19  0.1238
H -0.63 -1.99 3.23  0.1266
H -0.80 -4.06 0.89  0.1299
H -2.06 -3.25 -0.06  0.1352
H 0.84 -2.41 -0.39  0.1291
H -1.24 1.52 -3.65  0.1313
H -0.40 3.03 -3.25  0.0800
H -2.84 2.94 -2.47  0.1017
H -2.87 2.76 -0.04  0.0624
H -1.19 2.04 -0.05  0.0410